# 1
70
Properties=species:S:1:pos:R:3:forces:R:3 method="wB97M-V/def2-TZVPD" e_tot_ha=-1754.53580 gap_ha=0.0703 lumo_ev=-1.47 mol_weight_g_mol=459.67
H -0.074693 2.149545 1.040838 -0.318 0.047 -0.064
C 4.309520 -3.117255 -1.916203 0.503 -0.302 -1.145
C 5.324514 -3.068115 -4.193907 -0.621 -1.096 2.010
H 4.415444 0.945569 -2.034607 -0.871 -0.926 0.259
H 6.281789 -5.002538 -4.802792 -0.577 0.677 0.583
H 3.950479 -0.274520 0.834863 -0.758 -0.722 0.087
H -4.984522 2.482811 2.661602 0.139 0.042 0.186
C -3.234742 5.398557 3.279528 0.205 0.286 0.009
C -2.280177 1.003967 2.120776 0.027 -0.352 -0.328
C 3.992913 -0.095533 -1.929338 1.288 0.041 -0.893
H -2.410326 -4.923203 -3.487182 0.227 0.622 1.066
C -1.101986 -2.049005 -1.902723 0.062 -0.916 0.027
N -2.442336 2.997077 3.433739 0.948 0.617 0.566
H -4.140913 6.011605 3.330341 -0.034 -0.126 -0.008
H -5.243677 4.306769 4.828886 0.055 0.032 -0.152
H -2.583347 -5.615528 -0.962365 0.341 0.974 -0.434
H 4.456490 -5.016656 -0.763980 0.198 0.447 -0.950
H 3.754807 -2.593044 -1.101077 0.558 -0.699 -0.678
O -1.112616 0.364093 -2.062198 1.061 -0.431 -0.151
O -1.498474 3.281173 4.363627 -0.293 -0.110 -0.193
H -4.512661 2.565141 0.446236 0.001 0.028 0.032
C -2.184404 -4.611091 -1.242993 0.330 0.954 -0.231
C -1.903329 2.499070 2.160859 -0.376 -0.579 -0.767
H -1.438460 -2.594984 -4.075024 -0.091 -0.269 1.066
C 4.698067 -4.515632 -1.728561 0.649 0.938 -1.807
H -2.562919 5.756961 4.062021 0.052 -0.240 -0.019
C -1.771608 -3.737865 -0.148866 0.431 1.034 -2.487
H -3.693419 4.141753 5.649368 0.115 -0.090 -0.153
C -4.296091 3.758118 4.823790 0.108 0.039 0.275
C -0.381517 2.593060 1.992944 0.214 0.204 0.443
C 4.600515 -2.348239 -3.121855 0.560 -2.288 -0.333
C -1.215379 -2.431849 -0.499340 -0.679 -1.501 -1.387
C 1.858398 -0.826048 0.125413 0.312 -0.317 1.805
H -3.360093 0.853513 2.178199 0.021 0.111 0.015
H 5.142501 -0.362835 -3.762089 -1.033 -0.322 0.448
H -2.055800 4.205094 0.838524 0.117 -0.083 0.189
H 1.130737 -0.059962 -3.622642 0.075 -0.428 1.061
H -2.242334 2.684268 0.018914 0.101 -0.087 0.149
H -1.850575 -4.023691 0.926236 -0.008 0.109 -1.182
H -1.930527 0.528838 1.194012 0.013 0.055 -0.072
C -2.100636 -4.237482 -2.660734 1.104 1.984 1.457
C 5.712236 -4.466831 -4.009955 -0.579 0.456 1.357
C -3.582697 3.912864 3.470724 -0.797 -0.078 -0.278
H 4.634742 -0.606451 -1.166901 -0.917 0.366 -0.423
H 3.403617 -0.681714 -4.062068 0.535 -0.173 0.775
C 1.040775 -0.668526 -2.682675 -0.849 -0.988 -0.791
C -4.028430 3.390687 0.976369 -0.123 0.033 -0.153
S 2.226107 0.118256 -1.440914 -0.085 0.781 0.679
C -0.449117 -0.646347 -2.196587 -0.800 -1.024 0.086
H 5.730422 -6.275873 -2.607544 -0.174 0.973 -0.426
H -1.828652 0.465358 2.957695 0.000 0.196 0.080
C -1.536426 -2.916761 -3.012743 -0.253 -1.035 2.783
C 4.217888 -0.829468 -3.309893 1.115 -0.827 0.293
H 2.844248 -0.771775 2.154490 -0.234 -0.029 -1.308
C -4.594538 3.471071 2.394977 -0.078 -0.242 -0.081
H -4.521557 2.708313 5.028652 0.111 0.026 -0.093
F 0.900455 -0.067442 0.828007 0.744 -0.736 -1.342
H -4.291249 4.295300 0.419040 0.044 -0.047 -0.005
H 0.153194 2.054670 2.777122 -0.146 0.152 0.103
H 1.386022 -1.723943 -2.848680 -0.331 0.978 0.080
H 3.409238 -2.051312 1.044399 0.096 1.255 -0.084
H 5.575936 -2.554724 -5.147721 -0.196 -0.440 0.861
H -5.466854 4.132286 2.395168 0.126 0.074 0.173
C 3.102033 -0.965016 1.074231 0.107 -0.666 0.089
H -0.868336 -1.737944 0.299133 -0.460 -0.509 -0.751
H 1.408426 -1.837022 -0.096110 0.300 1.159 -0.077
H -0.040928 3.631635 1.994161 -0.072 -0.042 0.166
H -2.760514 5.605494 2.317648 -0.010 -0.100 0.008
C -2.512208 3.215302 0.938702 -0.096 0.217 -0.158
C 5.427556 -5.221993 -2.780969 -1.136 2.913 0.137

***

# 2
76
Properties=species:S:1:pos:R:3:forces:R:3 method="wB97M-V/def2-TZVPD" e_tot_ha=-1748.57915 gap_ha=0.3215 lumo_ev=-2.68 charge=+1 mol_weight_g_mol=603.86 relative_energy_kcal_mol=0.0
H -14.045461 -6.993490 -8.044209 0.295 0.213 -0.408
H -12.265607 -6.087570 -15.173422 0.341 -0.055 -0.345
O -12.669953 -4.359639 -10.938500 0.008 -0.883 -0.060
N -11.289770 -7.616412 -9.961553 0.125 -0.448 0.886
C -10.132905 -5.848979 -15.464034 -0.176 -1.252 -0.847
H -9.482382 -3.423260 -15.790009 -0.209 0.141 0.180
H -6.225807 -3.145956 -12.127425 -0.110 0.098 -0.430
H -16.901587 -7.101244 -13.762059 -0.044 0.178 -0.687
C -7.979402 -2.218834 -14.871567 -0.183 -0.250 0.223
C -11.078528 -9.043777 -10.346859 -0.261 -0.169 0.076
H -9.836759 -5.339323 -9.328383 -0.338 0.234 -1.053
H -11.398219 -6.913399 -7.948595 -0.342 -0.454 -0.317
H -8.578592 -6.741270 -18.402441 -0.178 -0.190 0.607
H -9.341693 -5.211729 -10.911532 -0.333 0.051 0.213
C -9.113041 -6.040342 -16.436737 0.333 0.481 1.134
C -12.047165 -7.442524 -8.676688 0.532 -1.021 0.476
H -10.354331 -7.250854 -9.762427 -0.540 -0.251 -0.515
H -10.754988 -7.909117 -18.723107 -0.057 0.081 -0.458
H -15.928999 -3.439877 -14.066041 -0.762 -0.670 -0.202
C -13.316198 -6.639759 -8.801602 -0.957 0.939 0.166
H -8.079986 -5.742125 -16.217561 -0.514 0.038 -0.050
H -14.918108 -8.085517 -12.581991 0.173 -0.266 0.360
H -12.661937 -7.173640 -17.324567 -0.362 -0.164 -0.047
H -17.550712 -4.135396 -14.691855 1.163 0.001 0.513
H -11.414043 -4.241098 -13.912063 0.172 -0.510 0.614
H -16.888802 -4.585142 -13.090325 0.110 -0.021 -0.252
C -6.946104 -3.183886 -12.951797 0.753 -0.021 0.915
N -10.165224 -5.137246 -10.299615 -0.467 1.673 0.134
C -11.879988 -3.329927 -10.763585 0.300 0.696 0.100
H -6.446094 -1.247809 -13.715109 0.101 -0.026 -0.070
C -16.706161 -6.751808 -14.801498 -0.522 -1.627 -0.423
C -15.840238 -5.518111 -14.771161 0.216 0.694 -0.270
H -8.077725 -1.436856 -15.613412 0.079 0.003 0.047
C -12.173334 -9.565845 -11.288838 -0.405 -0.038 -0.509
H -11.699633 -10.200129 -12.070687 -0.416 0.239 0.706
H -15.852998 -7.429209 -10.540453 0.439 -0.352 -0.184
O -10.984840 -4.901427 -13.321486 -0.268 -0.151 -0.371
O -10.360150 -7.252146 -12.433079 -0.121 0.972 -0.576
O -12.183948 -2.159225 -10.919736 0.906 -1.762 0.248
C -9.397447 -6.721118 -13.176681 1.661 -0.286 -0.026
C -10.602487 -7.247062 -17.892744 -0.311 1.001 0.139
C -7.737083 -4.310501 -13.039039 -0.752 0.254 -0.325
H -12.270514 -8.447428 -8.246468 0.236 0.666 -0.325
H -17.681063 -6.601156 -15.318324 0.631 0.118 0.396
C -14.417757 -8.561380 -11.723643 -0.208 -0.106 -1.073
N -10.581395 -3.724623 -10.265786 0.454 0.055 -0.359
C -9.362151 -6.671655 -17.636121 0.333 -0.478 -0.478
C -9.810779 -5.441472 -14.019074 0.349 -0.375 -0.303
H -14.856025 -8.519400 -9.594782 0.316 0.512 -0.299
H -16.191017 -7.588131 -15.359590 -0.440 0.778 0.642
O -8.219924 -7.112558 -13.218357 -2.949 0.511 0.082
C -7.055286 -2.131871 -13.838125 -0.271 0.214 -0.206
C -15.320439 -5.130384 -16.176746 -0.111 0.295 -0.453
H -11.155108 -9.655009 -9.431982 0.495 0.140 -0.341
C -16.594642 -4.340421 -14.120834 -0.515 0.668 -0.317
C -13.738735 -5.944282 -13.186977 0.280 -0.444 0.315
H -12.901679 -8.681415 -13.040718 0.242 0.330 0.736
H -14.542535 -4.337031 -16.088724 -0.564 -0.540 -0.142
C -11.662113 -6.872785 -17.082430 0.562 -0.509 0.680
H -13.098481 -5.584638 -8.565194 -0.162 -0.350 -0.205
H -14.891900 -5.999500 -16.722167 -0.179 0.486 0.476
H -14.567923 -5.832005 -10.181951 0.660 -0.038 -0.219
C -11.419537 -6.248021 -15.855308 -0.180 0.523 0.573
C -14.823008 -7.820779 -10.458106 -0.068 -0.171 0.810
H -16.157624 -4.739484 -16.797900 0.510 -0.203 0.412
H -7.569819 -5.136739 -12.374412 0.053 -0.152 0.206
C -8.821961 -3.323848 -14.935989 0.167 -0.199 -0.143
H -9.840003 -3.113661 -10.608173 -0.317 -0.032 0.309
H -10.094424 -9.163743 -10.822581 -0.397 0.289 0.334
N -12.955190 -8.471561 -12.029226 -0.070 -1.030 0.534
C -8.744288 -4.367213 -14.004969 0.391 0.387 0.135
N -13.930066 -6.634983 -10.171132 -0.566 -0.658 0.610
H -14.703661 -9.632438 -11.703275 -0.072 0.605 0.169
Zr -12.175759 -6.247656 -11.679146 2.000 1.010 -0.890
C -14.687504 -5.786450 -13.922575 -0.045 0.078 -0.117
H -12.875002 -10.182203 -10.669429 0.351 0.494 -0.861

***

# 3
69
Properties=species:S:1:pos:R:3:forces:R:3 method="wB97M-V/def2-TZVPD" e_tot_ha=-1683.69460 gap_ha="0.2004 / 0.1506" lumo_ev="-8.98 / -10.14" charge=+2 mol_weight_g_mol=629.89
C -1.083942 1.597809 -3.673112 0.082 -0.238 -0.318
H -1.687242 -2.253891 4.073088 0.128 0.183 -0.058
H 2.973558 0.706609 3.151588 -0.105 0.010 -0.117
C -0.311742 -0.805591 3.173588 -0.854 -0.351 0.547
C 4.024358 -3.289191 2.144188 -0.293 0.252 -0.175
H -1.961242 0.296009 4.103188 0.193 -0.175 -0.038
C 2.715758 1.350309 2.315588 0.053 0.307 -0.165
H -2.710542 1.719709 0.462588 -0.028 0.146 -0.161
H -0.240142 1.882509 -4.279412 0.163 0.192 -0.147
H 0.730058 1.631109 -0.447012 0.112 0.045 0.185
H -1.242942 -0.926491 -5.399012 0.041 -0.171 -0.153
O 0.072158 -2.370891 -2.825012 1.581 -2.244 -3.445
C 0.572558 -0.725591 4.430788 0.570 0.096 -0.567
C -1.789942 0.012409 -5.494512 -0.024 0.104 -0.456
H -4.149542 3.809809 -1.237612 -0.005 0.063 -0.003
H -4.067442 0.563409 -1.522812 -0.251 -0.059 0.142
C -1.068542 -2.154091 3.173688 0.419 -0.010 -0.598
H 0.272358 -1.644291 -3.470512 0.171 -1.096 -0.284
H 1.554658 -3.543291 -3.637512 -0.146 -0.050 0.015
H -0.375842 -3.003391 3.153988 -0.084 0.093 0.062
H 1.113258 0.223409 4.489788 -0.080 -0.054 0.009
H 0.524158 -2.011491 -1.009712 1.840 -1.107 1.986
Si 0.773058 -0.668691 1.451988 0.798 1.330 1.540
H -1.732342 -2.245491 2.306288 0.029 0.035 0.122
O -0.291042 -0.769491 0.171788 1.824 -1.228 5.135
H -1.653142 4.388409 -0.586012 0.033 0.081 -0.057
H 4.645558 -4.989691 0.977488 -0.214 0.063 0.011
C 3.106058 -2.242491 2.274388 -0.068 -0.280 0.130
H -0.841242 1.328309 3.205588 -0.054 -0.109 0.033
C 2.148158 3.094809 0.213388 -0.105 -0.286 -0.053
H 1.216658 -2.883891 -0.495612 -1.176 -0.203 -0.731
C 3.929658 -4.178091 1.076788 -0.183 0.189 0.064
H -1.954542 4.010809 1.096788 -0.089 -0.191 -0.119
H -3.735742 -0.453991 -3.726612 -0.196 -0.119 -0.004
C -3.035242 0.277909 -3.356812 -0.145 -0.205 -0.227
H -2.757042 -0.207691 -5.949212 0.109 -0.084 -0.003
H 3.629958 4.390409 1.082188 -0.093 -0.157 0.024
C 3.388458 2.571909 2.210688 -0.169 -0.265 -0.044
H 3.222958 -1.576091 3.124088 -0.147 -0.018 -0.184
C -1.682942 3.570009 0.133688 0.037 -0.088 -0.144
H 2.840958 -4.713991 -0.701412 0.056 0.067 0.163
H -1.239642 0.658509 -6.180212 0.014 -0.088 0.057
H -0.678942 3.161209 0.233288 -0.008 0.074 0.034
C -2.353542 1.826509 -1.632812 -0.076 0.620 0.665
H -4.865442 2.376609 -0.504912 -0.014 0.067 0.007
C 2.917558 -4.023591 0.134988 -0.120 0.108 -0.843
H 1.924658 3.770509 -0.608612 0.048 -0.078 0.130
C -1.337642 0.351109 3.203488 0.423 0.181 -0.657
H 4.817658 -3.410391 2.877888 -0.137 0.111 -0.138
H 1.302758 -1.538991 4.468588 -0.089 0.021 0.030
C -1.271842 2.178409 -2.429712 0.038 0.181 0.331
C 1.744358 0.977909 1.368688 -0.633 -0.267 -0.360
Pb -0.602242 -0.784691 -1.721812 -5.232 7.036 -2.502
C 0.482458 -3.583191 -3.430512 0.639 -1.909 -0.804
H -0.073542 -3.733891 -4.359112 0.067 -0.035 0.161
H 0.276058 -4.409691 -2.746512 -0.054 0.251 -0.056
C 1.474058 1.875709 0.313788 0.409 -0.032 0.337
C -4.086842 3.131409 -0.386012 -0.201 -0.124 -0.193
C 1.998358 -2.979391 0.260588 1.618 0.618 2.652
H -0.038842 -0.802191 5.337988 -0.128 -0.014 -0.254
C -2.692342 2.509709 -0.309912 0.229 -0.062 0.401
H -2.007742 0.319809 2.336588 0.048 -0.042 0.118
C 2.074058 -2.066891 1.334588 -0.540 -0.906 -1.118
C -1.972642 0.649809 -4.161212 0.118 0.137 -0.201
H -4.310442 3.700709 0.513188 0.035 -0.023 0.072
C -3.220842 0.857109 -2.117912 -0.122 -0.341 0.278
H 4.138158 2.844509 2.949588 -0.151 -0.085 -0.117
C 3.104658 3.442409 1.161888 -0.064 -0.077 -0.005
H -0.584242 2.933109 -2.091212 0.151 0.207 0.058